The following is a DFT calculation (ωB97M-V/def2-TZVPD) of C18H18F6N2O3 in the gas phase in a non-equilibrium geometry.

Output
E_tot ... -44386.0516 eV
E_HOMO ... -7.8740 eV
Kohn-Sham gap ... 0.2778 hartree
LUMO ... -0.315 eV
2S+1 ... 1
Structure (SMILES) ... CCCOC[C@H]1COc2cc3[nH]c(=O)cc(C(F)(F)F)c3cc2N1CC(F)(F)F

Last column: Mulliken charge in e.
Atoms and positions in Å:
C  5.466  -1.279  -1.967  -1.050
C  5.008  -2.480  -1.144  -0.467
C  3.490  -2.438  -0.839  -0.457
O  3.251  -1.282  0.027  -0.260
C  1.852  -1.124  0.380  -0.669
C  1.576  0.304  0.869  -0.395
C  1.879  1.398  -0.223  -0.770
O  0.949  1.348  -1.328  -0.521
C  -0.373  1.137  -0.949  0.134
C  -1.340  1.487  -1.914  -1.048
C  -2.703  1.313  -1.671  0.233
N  -3.656  1.626  -2.617  -0.111
C  -5.005  1.370  -2.471  -0.042
O  -5.726  1.563  -3.419  -0.676
C  -5.491  0.921  -1.214  -0.505
C  -4.636  0.657  -0.144  0.434
C  -5.170  0.107  1.190  0.782
F  -4.596  -1.062  1.489  -0.239
F  -6.526  -0.076  1.147  -0.284
F  -4.868  0.948  2.227  -0.249
C  -3.152  0.826  -0.429  0.560
C  -2.192  0.589  0.572  -0.609
C  -0.813  0.716  0.337  0.258
N  0.180  0.455  1.328  0.130
C  -0.185  0.239  2.766  -0.951
C  0.858  0.291  3.880  0.738
F  1.550  1.467  3.930  -0.256
F  1.725  -0.746  3.785  -0.239
F  0.209  0.148  5.037  -0.275
H  5.249  -0.356  -1.466  0.247
H  4.940  -1.271  -2.914  0.306
H  6.559  -1.356  -2.116  0.334
H  5.614  -2.566  -0.230  0.303
H  5.161  -3.424  -1.695  0.342
H  2.931  -2.402  -1.795  0.332
H  3.212  -3.364  -0.299  0.280
H  1.566  -1.829  1.142  0.410
H  1.165  -1.307  -0.469  0.320
H  2.316  0.467  1.625  0.589
H  1.788  2.342  0.272  0.369
H  2.904  1.292  -0.602  0.314
H  -0.920  1.815  -2.856  0.407
H  -3.374  2.094  -3.486  0.226
H  -6.560  0.894  -1.101  0.516
H  -2.487  0.204  1.518  0.633
H  -0.857  1.047  3.046  0.450
H  -0.769  -0.705  2.796  0.425

Forces on atoms 1 to 6 (eV/Å):
0.6 -0.9 0.1
-0.7 -0.2 0.0
0.9 0.3 0.9
-1.4 -0.6 -0.7
0.2 0.3 -1.2
-0.2 0.1 -1.5